1.
DFT (the ωB97M-V functional and the def2-TZVPD basis) results for a molecular structure, C15H31F5OP2TcTe at a distorted geometry.

Atoms and positions in Å:
1 P 2.571 3.221 -0.002
2 P 0.629 4.744 -2.800
3 C 3.128 4.376 -1.333
4 C 2.154 5.381 -1.877
5 H 3.584 3.785 -2.141
6 H 3.933 4.903 -0.838
7 H 1.776 6.071 -1.108
8 H 2.650 6.004 -2.630
9 C 1.047 5.195 -4.513
10 H 0.433 4.642 -5.236
11 H 2.112 5.030 -4.707
12 H 0.816 6.260 -4.596
13 C -0.671 5.872 -2.295
14 H -0.520 6.758 -2.919
15 H -0.551 6.120 -1.235
16 H -1.657 5.435 -2.492
17 C 4.117 2.216 -0.104
18 H 4.113 1.375 0.601
19 H 4.963 2.885 0.093
20 H 4.216 1.799 -1.124
21 C 2.506 4.428 1.452
22 H 2.188 5.400 1.058
23 H 3.585 4.408 1.657
24 H 1.907 4.165 2.384
25 Tc 0.971 2.843 1.321
26 C -0.556 3.280 -3.454
27 C 0.399 2.142 -3.919
28 C 1.458 2.044 -5.038
29 C 2.709 1.285 -4.379
30 C 2.284 1.206 -2.975
31 C 1.140 1.880 -2.720
32 C 0.362 2.478 -1.467
33 C -1.069 2.676 -2.127
34 C 2.574 1.312 2.575
35 H -1.307 3.578 -4.199
36 H -0.208 1.217 -4.060
37 H 1.776 3.014 -5.429
38 H 1.053 1.431 -5.834
39 H 2.917 0.299 -4.846
40 H 3.616 1.912 -4.510
41 H 2.760 0.588 -2.202
42 H 2.201 1.586 1.542
43 H 0.571 3.606 -1.253
44 H 0.409 1.957 -0.466
45 H -1.464 1.659 -2.247
46 H -1.805 3.295 -1.553
47 H 1.679 1.187 3.181
48 H 3.258 2.042 2.970
49 H 3.023 0.324 2.451
50 F 0.593 -1.175 2.145
51 Te -0.554 -0.372 0.840
52 F 0.957 -0.130 -0.330
53 F -0.817 -2.112 0.027
54 F -1.663 0.424 -0.493
55 F -2.111 -0.517 1.916
56 O -0.202 1.309 1.597

Summary:
Orbital gap (alpha / beta), eV: 7.0 / 6.9
Spin multiplicity: 4
Maximum force, eV Å⁻¹: 3.857
Charge: +2
Expectation value of S²: 3.7751

Here are the Mulliken charges for atoms 1 to 5, given in e:
1. P 1.17
2. P 1.20
3. C -0.86
4. C -1.15
5. H 0.44

=====

2.
DFT (the ωB97M-V functional and the def2-TZVPD basis) results for 2 unconnected molecules or ions with the total composition C4H10N2 at a distorted geometry.

Atoms and positions in Å:
1 C 2.609 0.971 -1.066
2 C 1.847 -0.060 -0.726
3 N 2.160 -1.401 -0.728
4 H 3.649 1.023 -1.380
5 H 2.104 1.930 -1.071
6 H 0.844 0.128 -0.384
7 H 2.958 -1.828 -1.157
8 H 1.431 -2.039 -0.482
9 C -1.374 0.397 1.715
10 C -2.531 0.351 1.071
11 N -2.731 -0.437 -0.079
12 H -0.566 -0.299 1.504
13 H -1.246 1.058 2.550
14 H -3.415 0.849 1.440
15 H -2.061 -0.241 -0.801
16 H -3.679 -0.399 -0.406

Summary:
Orbital gap, eV: 9.1
SMILES: C=CN.C=CN
Maximum force, eV Å⁻¹: 1.117

Here are the Mulliken charges for atoms 1 to 5, given in e:
1. C -0.92
2. C 0.31
3. N -0.41
4. H 0.28
5. H 0.22

=====

3.
DFT (the ωB97M-V functional and the def2-TZVPD basis) results for 2 unconnected molecules or ions with the total composition C5H11N2 at a distorted geometry.

Atoms and positions in Å:
1 C -0.354 1.571 -1.698
2 C 0.082 -0.150 1.533
3 C -1.689 1.644 -2.331
4 C -0.315 -1.324 2.292
5 C 1.551 -1.105 -0.186
6 N 0.894 -0.089 0.527
7 N 0.671 1.781 -1.228
8 H -0.268 0.751 2.122
9 H -2.331 2.179 -1.612
10 H -2.004 0.598 -2.745
11 H -1.325 2.334 -3.261
12 H -0.005 -1.294 3.274
13 H -0.026 -2.277 1.807
14 H -1.486 -1.241 2.387
15 H 2.648 -0.909 -0.077
16 H 1.389 -2.087 0.302
17 H 1.287 -1.128 -1.216
18 H 1.282 0.745 0.108

Summary:
Orbital gap, eV: 11.3
Maximum force, eV Å⁻¹: 4.641
Charge: +1

Here are the Mulliken charges for atoms 1 to 5, given in e:
1. C 0.40
2. C 0.32
3. C -0.72
4. C -1.09
5. C -0.83

=====

4.
DFT (the ωB97M-V functional and the def2-TZVPD basis) results for 12 unconnected molecules or ions with the total composition C53H68FN11O6.

Atoms and positions in Å:
1 C 4.494 -1.665 3.148
2 C 3.104 -1.079 3.257
3 O 2.842 -0.346 2.073
4 C 1.633 0.365 2.021
5 C 0.341 -0.439 2.244
6 C -0.342 -0.307 3.585
7 O 0.321 -0.944 4.632
8 O -0.527 1.082 3.949
9 C -1.573 1.119 4.823
10 O -1.824 2.041 5.528
11 O -2.278 -0.029 4.763
12 C -1.804 -0.734 3.601
13 C -2.170 -2.199 3.562
14 C -1.295 -3.136 4.356
15 O -0.625 -4.001 3.927
16 F -1.378 -2.905 5.673
17 H 4.867 -1.967 4.126
18 H 4.487 -2.545 2.501
19 H 5.173 -0.938 2.701
20 H 3.036 -0.413 4.131
21 H 2.362 -1.876 3.380
22 H 1.654 1.228 2.704
23 H 1.592 0.757 1.005
24 H -0.382 -0.091 1.499
25 H 0.499 -1.501 2.041
26 H 1.015 -0.366 4.967
27 H -2.269 -0.242 2.740
28 H -3.201 -2.317 3.904
29 H -2.111 -2.518 2.522
30 N -4.522 1.805 6.994
31 C -5.528 2.555 7.531
32 C -6.306 1.729 8.301
33 C -5.743 0.426 8.218
34 C -4.642 0.509 7.405
35 H -3.794 2.143 6.385
36 H -5.605 3.609 7.328
37 H -7.176 2.029 8.863
38 H -6.092 -0.470 8.703
39 H -3.938 -0.240 7.086
40 N -0.316 -0.924 -2.004
41 C -1.234 -0.199 -2.720
42 C -2.446 -0.332 -2.102
43 C -2.252 -1.178 -0.975
44 C -0.929 -1.527 -0.940
45 H 0.662 -1.002 -2.222
46 H -0.950 0.351 -3.602
47 H -3.368 0.121 -2.428
48 H -3.003 -1.491 -0.266
49 H -0.380 -2.155 -0.260
50 N 2.550 4.337 2.064
51 C 3.234 3.597 1.138
52 C 3.927 4.465 0.337
53 C 3.649 5.780 0.801
54 C 2.796 5.668 1.867
55 H 1.957 3.963 2.783
56 H 3.177 2.522 1.129
57 H 4.564 4.189 -0.487
58 H 4.038 6.704 0.407
59 H 2.354 6.420 2.498
60 N -5.367 -2.275 -1.466
61 C -6.218 -1.209 -1.344
62 C -7.445 -1.691 -0.972
63 C -7.328 -3.103 -0.863
64 C -6.035 -3.432 -1.175
65 H -4.400 -2.212 -1.733
66 H -5.880 -0.202 -1.526
67 H -8.328 -1.099 -0.796
68 H -8.105 -3.797 -0.588
69 H -5.537 -4.385 -1.214
70 N -5.067 -0.531 -4.891
71 C -4.393 -1.253 -5.836
72 C -3.739 -0.369 -6.653
73 C -4.025 0.940 -6.174
74 C -4.847 0.805 -5.086
75 H -5.643 -0.923 -4.165
76 H -4.439 -2.329 -5.854
77 H -3.130 -0.632 -7.502
78 H -3.676 1.872 -6.587
79 H -5.297 1.542 -4.444
80 N 0.304 -2.313 -5.261
81 C -0.120 -1.827 -6.466
82 C 0.161 -2.769 -7.419
83 C 0.777 -3.869 -6.759
84 C 0.849 -3.557 -5.428
85 H 0.221 -1.828 -4.387
86 H -0.588 -0.860 -6.540
87 H -0.050 -2.683 -8.472
88 H 1.132 -4.779 -7.213
89 H 1.245 -4.109 -4.592
90 N 6.130 -4.478 -6.082
91 C 4.766 -4.388 -6.006
92 C 4.414 -3.092 -6.274
93 C 5.616 -2.374 -6.524
94 C 6.656 -3.255 -6.398
95 H 6.663 -5.315 -5.936
96 H 4.164 -5.249 -5.774
97 H 3.408 -2.708 -6.296
98 H 5.702 -1.331 -6.778
99 H 7.718 -3.119 -6.512
100 N 5.526 0.980 -8.500
101 C 6.598 0.482 -9.188
102 C 6.307 0.551 -10.523
103 C 5.006 1.112 -10.645
104 C 4.551 1.365 -9.379
105 H 5.461 1.051 -7.501
106 H 7.472 0.121 -8.672
107 H 6.952 0.233 -11.325
108 H 4.467 1.304 -11.557
109 H 3.622 1.783 -9.032
110 N 8.043 -1.593 1.681
111 C 8.051 -2.679 2.513
112 C 8.722 -2.329 3.654
113 C 9.137 -0.977 3.502
114 C 8.702 -0.552 2.275
115 H 7.619 -1.565 0.772
116 H 7.575 -3.602 2.227
117 H 8.897 -2.968 4.503
118 H 9.690 -0.386 4.213
119 H 8.806 0.398 1.779
120 N -8.642 -1.711 8.869
121 C -7.950 -2.619 9.621
122 C -8.597 -3.822 9.527
123 C -9.725 -3.630 8.683
124 C -9.724 -2.317 8.295
125 H -8.391 -0.745 8.752
126 H -7.060 -2.335 10.157
127 H -8.296 -4.737 10.009
128 H -10.452 -4.371 8.396
129 H -10.398 -1.767 7.660
130 N 2.004 8.671 -0.388
131 C 1.071 8.739 0.609
132 C 1.046 10.027 1.073
133 C 2.003 10.765 0.325
134 C 2.577 9.900 -0.568
135 H 2.236 7.840 -0.900
136 H 0.507 7.869 0.899
137 H 0.412 10.400 1.860
138 H 2.243 11.810 0.432
139 H 3.339 10.055 -1.312

Summary:
Orbital gap, eV: 8.0
SMILES: CCOCC[C@@]1(O)OC(=O)O[C@@H]1CC(=O)F.c1cc[nH]c1.c1cc[nH]c1.c1cc[nH]c1.c1cc[nH]c1.c1cc[nH]c1.c1cc[nH]c1.c1cc[nH]c1.c1cc[nH]c1.c1cc[nH]c1.c1cc[nH]c1.c1cc[nH]c1
Maximum force, eV Å⁻¹: 0.555

Here are the Mulliken charges for atoms 1 to 5, given in e:
1. C -1.38
2. C 0.25
3. O -0.40
4. C -0.91
5. C -0.51

=====

5.
DFT (the ωB97M-V functional and the def2-TZVPD basis) results for 2 unconnected molecules or ions with the total composition CH5S2.

Atoms and positions in Å:
1 S -1.066 -1.989 -0.286
2 H -0.920 -2.490 -1.520
3 C 1.853 1.497 0.344
4 S 0.041 1.401 0.273
5 H 2.097 2.556 0.353
6 H 2.284 1.038 -0.554
7 H 2.284 1.018 1.220
8 H -0.151 0.093 -0.071

Summary:
Orbital gap, eV: 6.5
Maximum force, eV Å⁻¹: 0.562
Charge: -1

Here are the Mulliken charges for atoms 1 to 5, given in e:
1. S -0.81
2. H -0.04
3. C -0.69
4. S -0.21
5. H 0.23

=====

6.
DFT (the ωB97M-V functional and the def2-TZVPD basis) results for 2 unconnected molecules or ions with the total composition C5H7F6NO2 at a distorted geometry.

Atoms and positions in Å:
1 C -2.666 -0.966 1.680
2 C 2.610 0.086 -0.481
3 C -0.754 -2.406 1.827
4 C 0.222 -3.411 1.116
5 C -0.425 -2.074 3.252
6 N -1.751 -1.943 1.144
7 O 1.627 -0.145 -1.397
8 O 0.223 0.171 -0.938
9 F 0.398 -4.462 1.888
10 F -0.276 -3.810 -0.064
11 F 1.403 -2.864 0.890
12 F 0.614 -2.765 3.746
13 F -1.465 -2.203 4.083
14 F -0.104 -0.756 3.305
15 H -1.923 -0.210 2.126
16 H -3.291 -0.751 0.893
17 H -3.186 -1.250 2.633
18 H 3.553 -0.241 -1.086
19 H 2.472 -0.594 0.449
20 H 2.552 1.086 -0.041
21 H -0.158 0.650 -1.737

Summary:
Orbital gap, eV: 10.0
SMILES: CN=C(C(F)(F)F)C(F)(F)F.COO
Maximum force, eV Å⁻¹: 4.737

Here are the Mulliken charges for atoms 1 to 5, given in e:
1. C -0.89
2. C -0.31
3. C 0.17
4. C 0.93
5. C 0.81

=====

Which of these has the highest maximum force? C5H7F6NO2

=====

maximum force of number 1 (C15H31F5OP2TcTe)? 3.857 eV Å⁻¹

=====

Number 4 is which compound? C53H68FN11O6

=====

Repeat the sixth record exactly.
DFT (the ωB97M-V functional and the def2-TZVPD basis) results for 2 unconnected molecules or ions with the total composition C5H7F6NO2 at a distorted geometry.

Atoms and positions in Å:
1 C -2.666 -0.966 1.680
2 C 2.610 0.086 -0.481
3 C -0.754 -2.406 1.827
4 C 0.222 -3.411 1.116
5 C -0.425 -2.074 3.252
6 N -1.751 -1.943 1.144
7 O 1.627 -0.145 -1.397
8 O 0.223 0.171 -0.938
9 F 0.398 -4.462 1.888
10 F -0.276 -3.810 -0.064
11 F 1.403 -2.864 0.890
12 F 0.614 -2.765 3.746
13 F -1.465 -2.203 4.083
14 F -0.104 -0.756 3.305
15 H -1.923 -0.210 2.126
16 H -3.291 -0.751 0.893
17 H -3.186 -1.250 2.633
18 H 3.553 -0.241 -1.086
19 H 2.472 -0.594 0.449
20 H 2.552 1.086 -0.041
21 H -0.158 0.650 -1.737

Summary:
Orbital gap, eV: 10.0
SMILES: CN=C(C(F)(F)F)C(F)(F)F.COO
Maximum force, eV Å⁻¹: 4.737

Here are the Mulliken charges for atoms 1 to 5, given in e:
1. C -0.89
2. C -0.31
3. C 0.17
4. C 0.93
5. C 0.81